(1)
{
  "formula": "C6H10ClFO3",
  "method": "ωB97M-V with the def2-TZVPD basis set",
  "homo_energy_ev": [-8.336, -7.766],
  "total_charge": 0,
  "homo_lumo_gap_ev": [8.75, 7.84],
  "e_above_lowest_kcal_mol": 97.4,
  "symbols": ["C", "H", "C", "O", "H", "H", "C", "O", "F", "C", "C", "H", "H", "H", "H", "Cl", "C", "H", "H", "H", "O"],
  "coordinates": [[-1.1848, -0.6069, 0.2514], [1.4307, 0.9038, -2.6672], [1.3186, 1.5234, -1.7573], [-0.3987, -0.0190, -0.7827], [-2.7871, 0.0452, 1.6592], [-0.1028, -1.3401, 2.0093], [-0.4028, -1.5752, 1.0652], [-0.1395, -2.7150, 0.3834], [2.4485, -1.3119, -0.9001], [1.8428, -0.3370, -0.1155], [0.8191, 0.6177, -0.5234], [0.8377, 1.3559, 0.4208], [0.1487, -3.4333, 0.9616], [-1.8476, -1.3295, -0.3261], [0.4474, 2.3100, -1.9360], [3.1785, 0.2463, 0.8970], [-1.8644, 0.4407, 1.1385], [2.2393, 1.8851, -1.4015], [-1.1627, 0.7144, 1.9200], [-2.4019, 1.1156, -0.6190], [-2.4190, 1.5098, 0.3224]],
  "lowdin_charge": [-0.32, 0.08, 0.00, -0.09, 0.14, 0.09, -0.11, 0.03, -0.04, -0.59, -0.43, 0.17, 0.12, 0.18, 0.13, 0.65, -0.19, 0.04, 0.11, 0.12, -0.09]
}

(2)
{
  "formula": "C6H10ClN2",
  "method": "ωB97M-V with the def2-TZVPD basis set",
  "homo_energy_ev": [-12.728, -12.966],
  "total_charge": 1,
  "homo_lumo_gap_ev": [6.60, 8.12],
  "e_above_lowest_kcal_mol": 88.2,
  "symbols": ["N", "H", "H", "N", "C", "C", "C", "C", "H", "C", "Cl", "C", "H", "H", "H", "H", "H", "H", "H"],
  "coordinates": [[0.8236, 0.7756, -0.9631], [1.3726, 0.8665, -1.8049], [2.2938, 3.1054, -0.3139], [-0.7514, 0.2361, 0.3964], [-0.3259, 0.0990, -0.8621], [2.2817, 2.2925, 0.4118], [-1.9563, -0.3331, 0.9390], [-0.9073, -3.6300, -1.5354], [-1.9049, -0.3320, 2.0269], [0.0898, 1.0847, 1.0689], [-0.1242, -2.2037, -1.7011], [1.0982, 1.4294, 0.2159], [-0.0775, 1.3654, 2.0889], [2.2635, 2.7174, 1.4099], [-2.8249, 0.2465, 0.6264], [-2.0759, -1.3570, 0.5868], [-0.7896, -4.2100, -0.6368], [3.1996, 1.7187, 0.2891], [-1.6849, -3.8714, -2.2427]],
  "lowdin_charge": [0.11, 0.17, 0.09, -0.14, -0.16, -0.01, 0.00, -0.35, 0.10, 0.01, 0.84, -0.27, 0.14, 0.09, 0.11, 0.08, 0.04, 0.09, 0.04]
}

(3)
{
  "formula": "C6H10ClN2",
  "method": "ωB97M-V with the def2-TZVPD basis set",
  "homo_energy_ev": [-8.795, -13.902],
  "total_charge": 1,
  "homo_lumo_gap_ev": [5.42, 5.49],
  "multiplicity": 3,
  "e_above_lowest_kcal_mol": 32.2,
  "symbols": ["H", "N", "C", "H", "N", "H", "H", "H", "C", "H", "C", "C", "H", "H", "Cl", "H", "C", "H", "C"],
  "coordinates": [[-1.4809, -1.3201, -1.3102], [-2.3914, -0.7474, 0.5216], [2.3747, 0.1536, 0.4993], [-2.9284, -1.6139, 0.5658], [0.0086, -0.2737, 0.8887], [2.7799, 0.9944, 1.0783], [-1.4449, -0.7814, 1.1107], [3.1846, -0.5827, 0.4545], [-0.3443, 0.4969, -0.2467], [2.7856, 0.8495, -1.5558], [0.7135, 0.7311, -1.2421], [-1.8380, -0.4393, -0.7885], [0.4220, 1.0733, -2.2192], [-2.4394, 0.2122, -1.4079], [-1.0718, 2.0612, 0.3263], [1.4115, -1.0436, 2.0977], [1.9850, 0.6157, -0.8703], [-2.9480, 0.0392, 0.8708], [1.2217, -0.4249, 1.2270]],
  "lowdin_charge": [0.12, 0.10, -0.12, 0.17, -0.07, 0.15, 0.13, 0.14, -0.71, 0.13, -0.01, -0.06, 0.14, 0.11, 0.68, 0.12, 0.03, 0.15, -0.18]
}

(4)
{
  "formula": "C6H10F3NO2S",
  "method": "ωB97M-V with the def2-TZVPD basis set",
  "homo_energy_ev": -9.102,
  "total_charge": 0,
  "homo_lumo_gap_ev": 7.90,
  "e_above_lowest_kcal_mol": 0.0,
  "symbols": ["C", "H", "H", "H", "H", "F", "S", "C", "H", "O", "C", "C", "H", "C", "H", "F", "C", "N", "H", "H", "O", "H", "F"],
  "coordinates": [[-1.9227, 0.8380, 1.2182], [1.9051, -1.2381, -1.8246], [-1.9817, 1.0213, 3.2467], [2.1711, 0.3744, -1.1395], [-0.3677, -0.9668, -0.4531], [-2.8073, 1.7932, 0.7914], [1.6519, -2.8377, 0.5505], [-1.2513, 1.1891, 2.4892], [0.4011, 1.4729, 0.3212], [0.1061, -0.9474, -3.2762], [2.0714, -1.0355, 0.3373], [-0.3671, -0.1966, -2.4929], [3.0664, -1.2021, 0.2355], [0.1608, -0.1447, -0.9529], [0.4917, -2.8193, -0.0319], [-0.0191, 0.7063, 2.7238], [1.5800, -0.5121, -1.0116], [-0.2676, 1.1569, -0.4582], [-1.5360, 1.1817, -2.0621], [-1.0886, 2.2441, 2.4241], [-1.3006, 0.7067, -2.7910], [1.7474, -0.4182, 1.1820], [-2.4432, -0.3663, 0.9742]],
  "lowdin_charge": [-0.24, 0.14, 0.14, 0.11, 0.12, 0.09, 0.72, -0.16, 0.08, 0.12, -0.49, -0.46, 0.01, -0.36, -0.20, 0.02, -0.25, 0.11, 0.02, 0.13, 0.15, 0.07, 0.14]
}

(5)
{
  "formula": "C6H10FNNb",
  "method": "ωB97M-V with the def2-TZVPD basis set",
  "homo_energy_ev": -5.085,
  "total_charge": -1,
  "homo_lumo_gap_ev": 6.96,
  "symbols": ["C", "H", "H", "C", "C", "F", "H", "H", "Nb", "H", "H", "H", "H", "N", "H", "C", "C", "H", "C"],
  "coordinates": [[-3.2788, -2.4752, 0.6286], [1.6638, 1.8421, 0.8970], [-0.2695, 1.6414, -0.9016], [-2.8457, -1.9696, 1.8788], [-2.3329, -2.1229, -0.3044], [1.9827, -0.0630, -1.1198], [-0.5281, -1.0324, -0.1050], [-4.1819, -3.0353, 0.4323], [1.5331, 2.0158, -0.9356], [1.1608, 3.8104, -0.7899], [-3.3515, -2.0662, 2.8288], [-0.9892, -0.8096, 2.3476], [6.2240, 2.1991, -0.9047], [-1.3487, -1.4202, 0.3359], [-2.2768, -2.3104, -1.3663], [-1.6495, -1.3262, 1.6671], [3.8013, 2.4689, -0.9181], [1.5605, 2.0982, -2.7586], [5.1263, 2.5551, -0.9122]],
  "lowdin_charge": [-0.14, -0.19, -0.19, -0.13, -0.15, -0.67, 0.12, 0.08, 1.03, -0.18, 0.08, 0.11, 0.00, 0.02, 0.10, -0.14, -0.42, -0.19, -0.15]
}

(6)
{
  "formula": "C6H10I2PSn",
  "method": "ωB97M-V with the def2-TZVPD basis set",
  "homo_energy_ev": -11.853,
  "total_charge": 1,
  "homo_lumo_gap_ev": 6.26,
  "symbols": ["H", "H", "H", "C", "P", "H", "I", "C", "H", "C", "Sn", "H", "H", "I", "H", "C", "H", "C", "H", "C"],
  "coordinates": [[-0.8066, -1.0004, -3.6483], [2.3397, 1.2772, 2.4102], [-1.5757, 0.1436, -2.5816], [-0.0071, 0.4789, -0.4745], [0.3632, 1.4588, 1.0369], [-2.3721, -1.4058, -2.9524], [1.1782, -2.1003, 0.7024], [-1.4123, -0.9327, -2.7375], [-1.4865, 0.8380, 2.5321], [-0.0176, -1.0154, -0.6198], [-1.9910, 1.2844, -0.2086], [-0.3920, -0.5652, 2.3236], [2.5656, 2.4311, 1.0725], [-0.7529, -3.6820, -1.8634], [2.6499, 0.6742, 0.7628], [-0.6904, -1.6256, -1.5997], [0.6246, 0.9491, -1.2420], [-0.4404, 0.5217, 2.4064], [0.0628, 0.8151, 3.3343], [2.1605, 1.4553, 1.3465]],
  "lowdin_charge": [0.10, 0.06, 0.01, -0.79, 0.73, 0.07, 0.98, -0.20, 0.01, -0.89, 1.29, -0.03, 0.05, 0.94, 0.02, -0.89, 0.08, -0.34, 0.06, -0.26]
}

(7)
{
  "formula": "C6H10LuO6",
  "method": "ωB97M-V with the def2-TZVPD basis set",
  "homo_energy_ev": [-15.957, -15.957],
  "total_charge": 2,
  "homo_lumo_gap_ev": [5.88, 4.68],
  "multiplicity": 2,
  "symbols": ["H", "C", "H", "Lu", "O", "C", "C", "O", "H", "H", "C", "O", "H", "O", "H", "H", "C", "H", "O", "H", "H", "C", "O"],
  "coordinates": [[-1.0249, -0.7770, -0.2847], [0.9197, 1.2147, -1.2674], [-2.4719, 0.9324, 2.7780], [-2.6422, 3.0227, 0.2381], [1.7869, -3.0150, 0.7821], [0.6049, -2.5844, 0.3589], [-0.8089, 1.2006, 1.9399], [-0.4642, -2.9520, 0.7828], [1.2181, 0.4044, 0.7364], [1.6568, -3.6845, 1.4653], [-0.3727, -1.0487, -1.1239], [-2.0977, 1.5462, 2.0636], [0.5199, -0.1698, -2.8684], [0.7970, -1.6909, -0.5958], [1.4666, 2.1738, 0.5854], [-0.9205, 0.6219, -2.2613], [0.0264, 0.1612, -1.9436], [0.7017, 2.1982, -1.7069], [-0.4895, 1.5496, 0.6936], [-0.9136, -1.7683, -1.7523], [1.9757, 1.0078, -1.4909], [0.8744, 1.3181, 0.2415], [-0.3423, 0.3392, 2.6296]],
  "lowdin_charge": [0.11, -0.15, 0.22, 1.99, 0.18, -0.64, -0.63, 0.13, 0.15, 0.15, -0.16, -0.08, 0.14, 0.04, 0.15, 0.11, -0.15, 0.12, -0.16, 0.15, 0.15, -0.10, 0.26]
}

(8)
{
  "formula": "C6H10N",
  "method": "ωB97M-V with the def2-TZVPD basis set",
  "homo_energy_ev": -13.108,
  "total_charge": 1,
  "smiles": "C=C[C@H]1CC=C1[NH3+]",
  "homo_lumo_gap_ev": 9.24,
  "e_above_lowest_kcal_mol": 43.9,
  "symbols": ["H", "N", "H", "C", "H", "H", "C", "C", "H", "C", "H", "H", "H", "C", "C", "H", "H"],
  "coordinates": [[-1.4305, 0.6966, -1.5115], [0.3154, -2.2940, 0.9885], [0.7711, -1.9685, 1.8555], [1.5572, 2.5054, -0.6119], [2.3083, 2.7923, -1.3187], [1.1971, 3.2402, 0.0872], [-1.4301, 0.4508, -0.4524], [1.1143, 1.2093, -0.6113], [-0.3417, -3.0542, 1.2142], [-1.6076, -1.0069, -0.1551], [-2.1423, 1.0972, 0.0601], [-2.4474, -1.6585, -0.3042], [-0.0431, 0.8517, 1.1991], [-0.4085, -1.1847, 0.3750], [-0.0090, 0.4129, 0.1986], [1.0515, -2.6569, 0.3617], [1.5453, 0.5675, -1.3748]],
  "lowdin_charge": [0.13, 0.24, 0.19, 0.04, 0.06, 0.06, -0.12, -0.12, 0.19, 0.01, 0.13, 0.12, 0.13, -0.17, -0.16, 0.19, 0.08]
}

(9)
{
  "formula": "C6H10N",
  "method": "ωB97M-V with the def2-TZVPD basis set",
  "homo_energy_ev": -13.516,
  "total_charge": 1,
  "smiles": "C[NH2+][C@@]1(C)C2=C[C@H]21",
  "homo_lumo_gap_ev": 9.90,
  "e_above_lowest_kcal_mol": 75.1,
  "symbols": ["H", "H", "H", "H", "C", "C", "H", "H", "N", "C", "C", "H", "H", "H", "C", "C", "H"],
  "coordinates": [[-0.1299, 2.2435, 0.9336], [0.6217, -1.0613, -1.6289], [-2.5102, 0.3574, 1.3550], [1.9034, 0.0919, -1.2400], [1.3782, -0.7922, -0.8906], [-0.3684, 1.7057, 0.0155], [1.3440, -0.0302, 1.0317], [0.4590, -1.4349, 0.8315], [0.6972, -0.5296, 0.4052], [-1.7308, -0.2694, 0.9468], [-1.9417, -1.5454, 0.3422], [0.4231, 1.8773, -0.7079], [-1.2854, 2.1231, -0.3921], [-2.5574, -2.3857, 0.5740], [-1.5356, -0.8873, -0.7642], [-0.5638, 0.2530, 0.2893], [2.0812, -1.6142, -0.7809]],
  "lowdin_charge": [0.11, 0.09, 0.14, 0.11, 0.01, 0.01, 0.20, 0.18, 0.05, -0.05, -0.07, 0.09, 0.11, 0.11, 0.18, -0.37, 0.11]
}

(10)
{
  "formula": "C6H10N",
  "method": "ωB97M-V with the def2-TZVPD basis set",
  "homo_energy_ev": -12.927,
  "total_charge": 1,
  "smiles": "C=[N+]=CC/C=C/C",
  "homo_lumo_gap_ev": 8.10,
  "e_above_lowest_kcal_mol": 71.4,
  "symbols": ["C", "H", "C", "H", "C", "C", "H", "H", "H", "H", "C", "H", "H", "C", "H", "N", "H"],
  "coordinates": [[-1.2036, 0.5170, 0.3659], [4.9970, -0.3422, 0.3559], [4.0788, -0.4628, -0.1990], [-3.8293, 0.6394, 0.4311], [0.5076, 0.1555, 0.6397], [1.8284, 0.6352, -0.0479], [0.7100, 0.3645, 1.6306], [1.8585, 1.5433, -0.7277], [4.2321, -1.2565, -0.9811], [-1.4818, 1.3794, 0.9743], [-2.1123, -0.3465, -0.1734], [-3.6189, 0.3607, -1.3198], [-1.8621, -1.3154, -0.7163], [-3.5472, -0.0672, -0.2710], [-4.2314, -0.9127, -0.4622], [2.9764, 0.1264, -0.1096], [0.6979, -1.0179, 0.6106]],
  "lowdin_charge": [-0.02, 0.12, 0.16, 0.05, -0.05, 0.00, 0.06, 0.18, 0.14, 0.09, -0.19, 0.12, 0.13, -0.10, 0.10, 0.08, 0.15]
}

(11)
{
  "formula": "C6H10N",
  "method": "ωB97M-V with the def2-TZVPD basis set",
  "homo_energy_ev": -15.110,
  "total_charge": 1,
  "homo_lumo_gap_ev": 8.88,
  "e_above_lowest_kcal_mol": 199.3,
  "symbols": ["H", "H", "H", "C", "H", "H", "C", "H", "H", "C", "H", "C", "H", "N", "C", "C", "H"],
  "coordinates": [[0.8437, 1.4170, 1.7938], [0.1561, -0.2543, 1.9530], [0.4793, 1.5542, -1.8982], [0.8537, 1.5353, -0.8239], [0.0508, -2.7104, -0.3604], [-0.5222, -2.0264, 1.2173], [-0.4854, -0.6579, -0.6101], [-0.4814, -0.8831, -2.4268], [1.9875, 1.5490, -0.9593], [0.6876, 0.4121, 1.3542], [0.4946, 2.3764, -0.3629], [-0.6425, -1.9645, 0.1093], [1.6955, 0.0669, 1.2187], [0.2236, 0.4366, -0.0195], [-1.3318, 0.4487, -0.1680], [-2.4182, 1.0356, 0.1087], [-1.5908, -2.3352, -0.1259]],
  "lowdin_charge": [0.14, 0.09, 0.13, 0.03, 0.11, 0.11, -0.23, 0.34, 0.15, 0.03, 0.07, -0.04, 0.12, -0.18, -0.28, 0.32, 0.08]
}

(12)
{
  "formula": "C6H10N",
  "method": "ωB97M-V with the def2-TZVPD basis set",
  "homo_energy_ev": -13.982,
  "total_charge": 1,
  "smiles": "C#[N+]CC1(C)CC1",
  "homo_lumo_gap_ev": 8.66,
  "e_above_lowest_kcal_mol": 69.9,
  "symbols": ["H", "H", "C", "H", "C", "N", "C", "H", "H", "C", "H", "C", "H", "H", "H", "H", "C"],
  "coordinates": [[2.6565, -0.1270, -1.0317], [-0.8665, 1.5179, 0.2489], [0.4842, -0.1163, -0.0808], [1.0783, 1.7491, 1.0749], [1.8327, 0.4656, -0.6514], [-2.2907, 0.2962, -0.3198], [-0.9086, 0.6972, -0.4386], [-0.7514, 1.2282, -1.4480], [-0.2684, -1.8241, 0.9263], [1.3810, 0.7117, 0.7697], [-4.1661, -0.1665, 0.6426], [-3.2722, -0.1852, 0.1127], [1.5913, 0.2061, 1.7270], [-0.0450, -2.1357, -0.7638], [1.3832, -2.1164, 0.2452], [1.7467, 1.4183, -1.1280], [0.4152, -1.6192, 0.1150]],
  "lowdin_charge": [0.12, 0.12, -0.40, 0.13, -0.03, 0.16, -0.04, 0.17, 0.07, -0.13, 0.12, 0.35, 0.12, 0.10, 0.10, 0.09, -0.04]
}

no.,electronic energy (hartree)
1,-1020.2143
2,-803.9523
3,-803.8571
4,-1137.4996
5,-445.9963
6,-1385.3288
7,-1920.8768
8,-289.0131
9,-288.9633
10,-288.9692
11,-288.7653
12,-288.9716